Density functional theory data (the ωB97M-V functional and the def2-TZVPD basis) for a gas-phase ion, C3H2NO3 (charge -1).

```
9
Properties=species:S:1:pos:R:3:forces:R:3:lowdin_charge:R:1
C 0.22056 1.04181 1.68239 0.425 0.532 1.811 0.000
C -0.08432 -1.68404 0.57502 -0.204 -1.555 1.214 -0.245
C -0.26138 0.95543 -0.63448 0.637 1.422 -3.992 -0.607
N -0.22730 -0.36595 -0.68199 0.279 0.530 -0.210 0.044
O 0.52654 -2.59599 0.14839 -0.178 0.651 -0.521 -0.087
O -0.30970 1.79563 -1.57500 -0.258 -1.820 1.586 -0.039
O -0.09892 1.63916 0.60557 -0.615 -0.056 -0.085 -0.075
H 0.35326 -0.01757 1.50189 0.113 -0.430 -0.228 -0.081
H -0.11873 -0.76848 -1.62178 -0.198 0.725 0.424 0.092
```
Positions in Å, forces in eV/Å.

As for the net charge: -1. The LUMO energy is 4.2300 eV. The HOMO energy is -3.8 eV. Its frontier orbital gap is 0.29549 Ha. For the energy above the lowest of the compared OMol25 structures with the same formula, charge and spin, the calculation gives 104.81 kcal/mol.

***

Density functional theory data (the ωB97M-V functional and the def2-TZVPD basis) for C18H23N3O3S in the gas phase.

```
48
Properties=species:S:1:pos:R:3:forces:R:3:lowdin_charge:R:1
C -4.85197 0.92519 5.18266 0.283 0.137 -0.347 -0.066
C -4.27349 1.91912 4.19279 -0.373 0.315 0.262 -0.225
O -3.32252 1.23808 3.37525 0.167 -0.194 -0.167 -0.049
C -2.78449 1.97704 2.36566 -0.146 0.152 0.202 -0.521
O -3.09050 3.13323 2.18436 -0.012 -0.080 0.012 0.076
C -1.82283 1.25454 1.56671 0.400 -0.176 -0.378 -0.371
S -1.09401 2.16610 0.25888 0.042 -0.231 0.105 1.125
C -0.12175 0.79563 -0.15047 -0.363 -0.292 0.603 -0.523
N 0.74596 0.83820 -1.14125 0.337 0.149 -0.317 0.123
C 1.43510 -0.25738 -1.41815 -0.501 0.255 0.376 -0.234
N 2.29173 -0.17487 -2.50160 0.032 -0.014 -0.289 -0.084
C 2.12255 0.98022 -3.36916 0.083 -0.046 -0.448 -0.144
C 2.76328 0.65656 -4.71965 -0.305 0.163 0.136 -0.189
O 4.13060 0.33680 -4.58718 0.148 0.083 -0.045 -0.131
C 4.30607 -0.75192 -3.71433 0.079 -0.131 0.346 -0.193
C 3.70728 -0.45777 -2.33712 0.235 -0.146 -0.240 -0.131
C 1.22516 -1.48214 -0.72969 0.108 -0.026 0.097 -0.077
C 0.34529 -1.50951 0.33849 -0.046 0.265 0.032 -0.083
C -0.35612 -0.32643 0.67060 0.394 0.230 -0.537 -0.116
C -1.34943 -0.04187 1.66725 -0.505 0.642 0.113 -0.263
N -1.85709 -0.94460 2.56076 -0.029 -0.285 0.229 0.151
C 0.06964 -2.77400 1.10843 0.075 -0.239 -0.027 -0.137
C 0.83583 -4.00135 0.61678 -0.168 -0.008 -0.098 -0.190
C 0.98020 -3.95568 -0.89574 0.299 0.001 0.149 -0.190
C 1.84484 -2.75134 -1.24825 -0.141 -0.176 -0.036 -0.153
H -5.33276 0.10572 4.65428 -0.086 -0.086 -0.001 0.077
H -5.58698 1.42256 5.80849 -0.077 0.026 0.080 0.077
H -4.06579 0.52025 5.81525 0.033 -0.052 0.109 0.075
H -3.77128 2.74759 4.70516 -0.102 -0.096 -0.114 0.130
H -5.05229 2.34206 3.54899 0.140 -0.026 0.122 0.129
H 1.05821 1.17632 -3.48911 0.092 0.064 -0.058 0.123
H 2.59494 1.87175 -2.93574 -0.076 0.003 -0.019 0.131
H 2.71617 1.52041 -5.38391 -0.069 -0.049 0.030 0.126
H 2.22887 -0.18831 -5.18101 0.013 0.087 0.021 0.127
H 5.38255 -0.91556 -3.64009 -0.069 -0.048 0.031 0.127
H 3.82816 -1.65124 -4.13411 0.048 0.044 0.062 0.126
H 3.86170 -1.30213 -1.67067 0.016 -0.006 -0.004 0.108
H 4.21698 0.42147 -1.91238 -0.014 -0.080 0.030 0.138
H -1.24213 -1.65970 2.90730 -0.062 0.038 -0.043 0.078
H -2.48227 -0.53904 3.24169 0.085 -0.101 0.030 0.084
H -1.00528 -2.96736 1.04909 0.021 0.009 0.106 0.127
H 0.32542 -2.60743 2.15914 -0.099 0.010 0.007 0.117
H 1.83191 -4.02299 1.06505 0.026 -0.046 0.017 0.116
H 0.31104 -4.90496 0.93210 0.055 0.013 0.067 0.111
H -0.00255 -3.85832 -1.36072 -0.053 -0.031 -0.078 0.125
H 1.44600 -4.87071 -1.26503 -0.053 -0.008 -0.037 0.112
H 2.83685 -2.90574 -0.81107 0.046 -0.043 -0.104 0.114
H 1.96290 -2.66472 -2.33016 0.090 0.030 0.011 0.117
```
Positions in Å, forces in eV/Å.

As for the net charge: 0. Its SMILES is CCOC(=O)c1sc2nc(N3CCOCC3)c3c(c2c1N)CCCC3. The LUMO energy is 0.4382 eV. The HOMO energy is -7.7 eV. Its frontier orbital gap is 0.29736 Ha. For the energy above the lowest of the compared OMol25 structures with the same formula, charge and spin, the calculation gives 22.98 kcal/mol.

***

Density functional theory data (the ωB97M-V functional and the def2-TZVPD basis) for a molecular structure, C25H18AlCl3N6O10.

```
63
Properties=species:S:1:pos:R:3:forces:R:3:lowdin_charge:R:1
Al 1.26095 -0.57003 -0.09739 -0.440 -0.380 0.367 -0.015
C 2.74864 0.76563 3.60258 0.465 0.306 0.415 0.009
C 2.10681 0.71179 2.27488 0.454 -1.152 -1.705 -0.202
N 2.56143 -0.13634 1.37546 -1.412 1.893 0.805 -0.011
O 3.59830 -0.91186 1.78364 0.285 -1.224 -0.545 0.014
C 0.92817 1.47957 1.84877 -0.156 0.297 0.719 -0.226
C 0.33706 2.64433 2.60944 0.191 -0.314 -0.831 -0.010
N 0.36465 1.03949 0.75404 0.499 -0.205 0.009 -0.124
O -0.62582 1.62702 0.22074 -0.413 0.114 -0.108 -0.081
H 2.62122 -0.20959 4.08337 -0.066 0.052 -0.043 0.106
H 2.25317 1.52880 4.19649 0.250 0.002 0.218 0.077
H 3.85403 0.92811 3.55217 -0.941 0.033 -0.092 0.112
H 3.53764 -1.65775 1.13596 0.374 0.471 0.492 0.101
H -0.18398 3.31230 1.91270 0.330 -0.112 0.078 0.081
H 1.08838 3.16771 3.17385 0.324 0.355 0.126 0.067
H -0.41170 2.31417 3.30532 -0.458 -0.315 0.432 0.080
C 2.54874 3.06398 -1.90999 1.472 1.464 -0.967 -0.024
C 2.63875 1.87450 -1.21462 0.202 0.742 0.611 -0.053
N 1.73829 0.96110 -1.42801 0.762 -1.442 0.730 0.130
C 0.82062 1.11973 -2.38194 -0.328 -0.410 1.204 -0.151
C 0.67731 2.24405 -3.11651 0.727 2.235 -1.585 -0.115
C 1.64749 3.25375 -2.91214 -1.614 -0.604 0.258 0.036
C -0.36939 2.40498 -4.10684 1.326 -0.759 1.193 0.005
C -1.18557 1.37607 -4.29738 -0.861 -1.178 0.456 0.016
C -1.06954 0.14033 -3.50175 -0.487 0.680 -0.266 -0.095
C -1.86326 -1.00736 -3.65118 0.549 0.208 0.019 0.034
C -1.66137 -2.12583 -2.85311 -0.389 1.296 -1.390 0.004
C -0.72436 -2.03543 -1.84238 -0.432 -1.557 0.735 -0.070
N 0.02046 -0.98383 -1.69862 0.486 1.474 1.221 0.130
C -0.12751 0.08714 -2.49802 -0.096 -1.187 -0.578 -0.129
H 3.28951 3.83974 -1.77969 0.108 -0.020 0.393 0.115
H 3.39138 1.76949 -0.41908 -0.500 -0.347 -0.405 0.145
H 1.49978 4.16786 -3.47289 0.521 0.130 0.095 0.126
H -0.38111 3.31597 -4.65408 -0.322 0.540 -0.396 0.113
H -2.00851 1.49464 -4.96853 -0.377 -0.307 -0.494 0.114
H -2.56390 -0.94886 -4.45785 -0.548 -0.495 -0.230 0.120
H -2.20229 -3.00564 -3.10680 -0.327 -0.639 0.366 0.108
H -0.60648 -2.84185 -1.09641 0.108 0.503 -0.515 0.151
Cl 4.38033 -3.94013 -0.71094 -0.025 -0.678 1.214 0.676
C 4.20657 -2.77954 -1.96149 1.257 -0.110 -0.714 -1.540
Cl 5.57485 -1.62443 -1.88553 -0.044 0.225 0.083 0.608
Cl 4.30981 -3.65059 -3.48245 -0.111 -0.009 -0.519 0.633
C 2.94436 -1.95149 -1.88101 -1.114 -0.113 0.913 -0.730
O 2.43680 -1.57134 -2.90003 -0.151 0.478 -0.395 0.077
O 2.51648 -1.77680 -0.65695 0.521 0.026 -0.722 -0.036
O 0.14952 -2.32396 3.10736 0.295 -0.436 1.118 0.118
C -0.36307 -1.85587 2.13587 -0.279 0.706 -1.404 -0.490
O 0.26538 -1.67242 0.98725 -0.609 -0.164 0.114 0.012
C -1.84862 -1.40033 2.16956 2.106 0.034 -1.046 -0.068
C -2.32615 -0.67181 1.09390 0.993 -0.858 -0.113 0.047
C -3.56902 -0.17962 1.19113 -1.525 1.134 -0.793 -0.121
C -4.45845 -0.42429 2.21632 -0.424 -0.298 0.818 0.093
C -3.96526 -1.20833 3.26214 -0.162 0.615 -0.654 -0.085
C -2.63261 -1.63944 3.25304 -1.161 -0.680 1.293 0.069
N -4.87292 -1.62917 4.37275 0.907 -1.346 0.265 -0.343
O -6.06026 -1.41016 4.32268 0.106 0.604 -0.390 0.092
O -4.33863 -2.31072 5.24152 -0.282 0.654 -0.296 0.070
N -4.00568 0.69073 0.05953 0.407 -1.376 0.118 -0.346
O -4.81330 1.53364 0.30718 -0.858 1.033 0.144 0.111
O -3.53685 0.44537 -1.03302 0.097 0.155 -0.180 0.081
H -1.77600 -0.53993 0.17355 0.126 0.195 0.305 0.102
H -5.49335 -0.06244 2.17444 0.584 -0.128 0.163 0.143
H -2.27196 -2.24483 4.07906 0.079 0.192 -0.112 0.138
```
Positions in Å, forces in eV/Å.

As for the net charge: 0. The LUMO energy (spin up / spin down) is -0.9467 / -0.9466 eV. The HOMO energy (spin up / spin down) is -8.2 / -8.2 eV. Its frontier orbital gap (spin up / spin down) is 0.26569 / 0.26574 Ha. For the energy above the lowest of the compared OMol25 structures with the same formula, charge and spin, the calculation gives 0.00 kcal/mol.

***

E (eV)
-10773.2245, -40488.4676, -99795.6846